No. 1
22
Properties=species:S:1:pos:R:3:forces:R:3:mulliken_charge:R:1 method="wB97M-V/def2-TZVPD" gap_ev=6.79 charge=-1 e_above_lowest_kcal_mol=20.5 lumo_energy_ev=3.70
C -1.062869 -1.710531 -0.710593 -0.81 1.00 -0.22 -0.53
N -1.338090 -0.264406 -0.703953 0.72 0.37 -0.11 -0.52
C -1.245794 0.264948 0.642360 -0.09 1.25 0.58 -0.40
C -1.262578 1.840693 0.695503 0.08 -1.19 0.14 -0.80
S 0.229555 2.584479 1.434225 -0.23 0.33 -0.11 -0.63
C 0.396859 -2.124096 -0.546096 0.93 -0.47 0.01 -0.68
H -1.495040 -2.116946 -1.654436 0.26 0.03 0.68 0.35
H -1.666041 -2.040162 0.174068 0.41 -0.42 -0.90 0.31
H -0.626829 0.285082 -1.194401 -0.12 -0.90 -0.41 0.38
H -2.135972 -0.048499 1.123427 -1.12 -0.53 0.83 0.45
H -0.431149 -0.088787 1.291876 0.31 -0.07 -0.50 0.20
H -1.377452 2.168622 -0.345661 -0.29 0.21 0.29 0.32
H -2.148931 2.087729 1.307408 0.30 0.32 -0.53 0.22
H 0.607322 -2.324705 0.515353 0.11 -0.24 -0.41 0.25
H 1.161023 -1.385642 -0.850266 -0.95 -0.23 0.10 0.04
H 0.632938 -3.000009 -1.185507 -0.23 0.10 0.66 0.34
H 1.112276 1.546584 -0.827476 0.32 -0.68 0.13 0.28
H 1.921146 0.200447 -0.999686 -0.29 0.74 0.40 0.33
O 1.267647 0.774991 -1.423877 0.15 0.71 -0.62 -0.75
H 2.965594 1.500680 0.576525 -0.04 1.23 -0.16 0.33
H 1.904300 1.070711 1.634392 -1.09 1.07 0.16 0.18
O 2.592087 0.778817 1.046817 1.67 -2.64 -0.03 -0.66


No. 2
14
Properties=species:S:1:pos:R:3:forces:R:3:mulliken_charge:R:1 method="wB97M-V/def2-TZVPD" gap_ev="8.52 / 8.52" charge=0 e_above_lowest_kcal_mol=144.2 lumo_energy_ev="-0.22 / -0.22"
C 2.075846 0.399055 -0.064421 -0.01 0.04 -0.02 -1.23
C 0.967171 -0.513902 0.370862 0.21 -0.13 -0.10 0.25
O 0.015053 0.059219 1.355319 -0.19 -0.07 -0.03 -0.29
C -0.442426 -0.230762 0.174992 -0.01 0.34 0.09 -0.11
C -1.514796 0.427053 -0.677745 0.26 -0.26 -0.06 0.18
O -2.645747 0.637588 -0.089290 -0.05 0.02 0.00 -0.66
H 1.705323 1.412191 -0.242871 0.03 -0.16 0.02 0.38
H 2.528462 0.022261 -0.986811 -0.07 0.04 0.12 0.32
H 2.850456 0.437435 0.707537 -0.09 -0.03 -0.11 0.31
H 1.225662 -1.544305 0.607806 -0.03 0.14 -0.02 0.40
H -1.937904 -1.463995 0.712169 -0.03 -0.03 0.01 0.00
H -1.489419 -0.097443 -1.660810 -0.06 0.08 0.14 0.25
H -0.854663 1.337251 -0.817219 0.00 0.01 -0.02 0.12
H -2.483017 -0.881645 0.610482 0.04 -0.01 -0.01 0.08


No. 3
119
Properties=species:S:1:pos:R:3:forces:R:3:mulliken_charge:R:1 method="wB97M-V/def2-TZVPD" gap_ev="5.63 / 6.92" s2=3.77 spin_multiplicity=4 charge=-2 e_above_lowest_kcal_mol=0.0 lumo_energy_ev="3.84 / 3.84"
V -0.887468 -0.194984 0.907318 -0.20 -0.08 -0.51 0.11
O 0.295085 -4.134937 1.551373 0.01 -0.02 0.01 -0.85
C 0.028692 -2.933277 1.520717 -0.03 -0.01 -0.05 0.08
O -0.530633 -2.280072 0.585387 0.07 0.04 0.15 -0.28
C 0.383462 -2.087742 2.737859 -0.05 0.04 -0.03 -0.13
C 0.934784 -2.644867 3.879812 0.01 -0.01 0.01 -0.53
C 1.243110 -1.817104 4.944019 0.01 0.01 0.00 -0.70
C 0.994657 -0.456565 4.825202 0.00 0.01 0.00 -0.57
C 0.431046 0.020716 3.656347 0.02 -0.02 -0.04 -0.89
N 0.120963 -0.779617 2.633346 0.29 -0.07 0.54 1.24
H 1.108325 -3.711834 3.887334 -0.01 0.00 0.00 0.52
H 1.676379 -2.219970 5.851532 0.00 0.00 0.00 0.40
H 1.229890 0.229713 5.626226 0.01 0.04 0.02 0.44
H 0.207194 1.069510 3.513400 0.00 0.00 0.00 0.21
C 0.439977 -3.040841 -3.601115 -0.01 0.03 0.00 -1.23
Si -1.308277 -2.796026 -2.951096 0.04 -0.03 0.00 0.55
C -1.699592 -4.150073 -1.724094 -0.02 0.00 0.00 -0.80
C -2.501742 -3.062440 -4.391535 0.01 -0.01 0.01 -1.13
As -1.406590 -0.621146 -2.039634 -0.25 -0.02 -0.07 0.29
Si -0.873608 0.750566 -3.887737 0.13 0.09 0.03 0.45
C 0.945983 0.571738 -4.290438 -0.06 -0.01 0.06 -0.67
C -1.778543 0.406719 -5.511244 0.02 -0.01 0.01 -1.22
C -1.280453 2.495465 -3.347715 -0.04 -0.01 0.02 -0.65
Si -3.744352 -0.360459 -1.814656 -0.02 0.05 -0.01 0.26
C -4.085893 1.241718 -0.896693 0.01 -0.03 -0.02 -0.24
C -4.366796 -1.869683 -0.881087 0.01 0.03 0.06 -0.79
C -4.773819 -0.229645 -3.395091 -0.01 0.01 0.05 -1.17
H 0.652571 -4.109556 -3.693487 -0.01 0.00 -0.01 0.43
H 1.181097 -2.604329 -2.929820 -0.01 -0.01 0.02 0.33
H 0.564525 -2.584176 -4.584868 0.01 0.03 -0.01 0.29
H -1.431140 -5.103911 -2.191556 -0.01 -0.01 0.00 0.47
H -2.767242 -4.177639 -1.495574 0.03 0.00 0.01 0.26
H -1.145841 -4.041925 -0.791394 0.01 0.02 -0.03 0.01
H -2.225796 -3.988974 -4.906395 -0.01 0.00 0.00 0.38
H -2.495699 -2.251503 -5.119051 0.01 0.01 0.00 0.21
H -3.522252 -3.183365 -4.021171 -0.01 0.02 0.01 0.24
H 1.126138 -0.326470 -4.884307 0.03 -0.03 0.02 0.33
H 1.552717 0.542440 -3.385248 -0.02 0.00 -0.01 0.07
H 1.280362 1.434115 -4.875278 -0.01 -0.02 -0.01 0.22
H -1.389015 -0.492412 -5.993077 -0.01 -0.02 0.01 0.29
H -1.563423 1.250847 -6.175505 -0.01 -0.01 -0.01 0.36
H -2.859808 0.310682 -5.423828 -0.03 0.00 0.05 0.26
H -0.709908 2.740103 -2.448963 0.03 0.00 -0.01 -0.16
H -2.347125 2.607363 -3.134390 0.01 0.01 0.01 0.31
H -1.011932 3.209056 -4.132628 -0.01 -0.01 -0.02 0.53
H -3.292169 1.493631 -0.193411 0.01 -0.02 -0.06 -0.71
H -5.015900 1.153697 -0.327356 -0.01 0.00 -0.02 0.46
H -4.195615 2.066664 -1.605392 0.03 0.02 0.01 0.45
H -3.561282 -2.370425 -0.343427 -0.01 0.04 0.03 -0.14
H -4.826954 -2.581922 -1.572180 0.03 -0.02 0.01 0.39
H -5.113176 -1.575708 -0.138136 -0.02 0.00 -0.02 0.39
H -4.584350 0.708443 -3.919451 0.03 0.01 -0.02 0.25
H -5.824464 -0.223701 -3.082656 -0.01 0.00 -0.04 0.38
H -4.631597 -1.055716 -4.091526 0.03 -0.03 0.00 0.29
N -7.154564 -1.271259 5.078827 0.00 0.00 0.00 -0.68
C -6.218970 -1.107375 4.425075 -0.01 0.00 0.01 -0.08
C -5.056803 -0.904476 3.611811 0.03 -0.01 -0.02 0.44
C -4.213552 -1.974123 3.298968 -0.03 0.01 0.00 -1.02
C -3.097169 -1.761066 2.507919 -0.01 0.00 -0.01 0.07
C -2.734989 -0.500240 1.984994 -0.16 -0.12 -0.09 0.45
C -3.619909 0.539832 2.331652 0.00 0.00 0.07 0.34
C -4.748486 0.364370 3.116747 0.01 0.01 -0.01 -0.85
H -4.447546 -2.964082 3.674958 0.00 0.00 0.00 0.46
H -2.484077 -2.627505 2.274986 0.01 0.00 0.00 0.21
H -3.416010 1.539598 1.963342 0.02 -0.01 0.07 0.27
H -5.396459 1.201422 3.353900 0.00 0.00 0.00 0.46
Cl 3.310076 3.543644 -4.961331 0.03 0.04 -0.01 -0.28
C 2.374024 3.890785 -3.462634 0.01 -0.02 -0.02 0.02
C 2.735538 2.951731 -2.292069 0.00 -0.01 0.13 0.34
O 3.946728 2.907213 -1.974559 0.10 0.07 -0.20 -1.05
O 1.770745 2.380131 -1.756732 0.02 0.06 -0.02 -0.51
H 1.324901 3.792687 -3.718100 -0.01 -0.01 0.00 -0.19
H 2.609238 4.917149 -3.189111 -0.01 0.00 0.00 0.40
C -1.207145 3.319979 3.481333 0.01 0.03 -0.01 -0.90
Si -1.084260 3.505717 1.591199 -0.02 -0.07 -0.03 0.39
C 0.159662 4.913699 1.332879 -0.03 0.03 0.01 -0.82
C -2.758718 4.222517 1.061854 -0.01 0.00 0.00 -1.10
C -0.679337 1.995181 0.644908 0.17 0.07 0.02 0.78
H -1.689277 4.201537 3.916702 0.01 0.00 0.00 0.44
H -0.222967 3.232003 3.951116 0.04 -0.02 0.00 -0.02
H -1.790270 2.440598 3.763668 -0.03 -0.02 -0.02 0.34
H -0.100127 5.813234 1.900803 0.00 0.00 0.00 0.29
H 0.215130 5.177786 0.273507 -0.01 -0.01 0.00 0.29
H 1.164092 4.604719 1.632704 0.05 -0.03 0.01 -0.07
H -2.937408 5.192308 1.536603 0.00 0.00 0.01 0.38
H -3.592578 3.565010 1.320328 0.00 0.02 -0.01 0.29
H -2.779636 4.366232 -0.022252 0.00 0.00 0.00 0.24
H -1.120931 2.170790 -0.349924 0.01 0.02 0.00 -0.90
H 0.407951 2.016200 0.436233 -0.05 0.02 0.03 0.11
C 2.581666 3.657174 6.583201 0.02 -0.01 -0.01 -1.29
C 3.560916 3.563076 5.443315 -0.02 0.00 0.00 0.37
C 4.921641 3.397851 5.661333 0.02 0.02 0.00 -0.67
C 5.815132 3.320297 4.602609 0.01 0.00 0.00 -0.72
C 5.372736 3.427151 3.287554 -0.02 -0.01 -0.05 0.11
N 6.338153 3.400130 2.261357 -0.05 -0.09 0.03 -0.09
C 6.147980 3.332589 0.872310 -0.01 -0.08 -0.01 0.15
O 6.872338 4.005095 0.156605 -0.02 0.05 -0.01 -0.71
N 5.184358 2.497592 0.392555 0.03 0.13 0.12 0.20
C 4.688216 1.332101 1.001848 0.03 0.00 0.07 0.28
C 5.441593 0.561307 1.878400 0.00 0.05 0.02 -0.27
C 4.874973 -0.577778 2.424327 0.00 -0.02 -0.01 -1.14
C 3.589851 -0.929765 2.051490 -0.04 -0.06 -0.02 -0.14
N 2.869687 -0.223239 1.183643 -0.01 0.12 -0.08 0.02
C 3.400516 0.886415 0.674838 0.03 0.02 -0.01 -0.27
C 4.007454 3.595352 3.057128 0.04 -0.03 -0.03 -0.24
C 3.127291 3.650065 4.122993 0.00 -0.01 -0.01 0.02
H 3.095493 3.632111 7.545173 0.00 0.00 0.00 0.36
H 1.865810 2.834267 6.562324 -0.02 -0.04 -0.01 0.21
H 2.003298 4.581494 6.531288 0.01 0.01 0.00 0.33
H 5.295903 3.323588 6.676944 0.00 0.00 0.00 0.29
H 6.872842 3.175274 4.793969 0.00 -0.01 0.00 0.38
H 7.183547 3.908200 2.465658 -0.01 0.03 -0.03 0.28
H 4.824440 2.707941 -0.563107 -0.09 -0.12 0.02 0.34
H 6.451718 0.853053 2.131163 0.01 0.01 0.00 0.48
H 5.431746 -1.195156 3.118162 0.00 0.00 0.00 0.42
H 3.119428 -1.821442 2.451136 0.01 0.00 0.01 0.42
H 2.802691 1.438623 -0.047977 -0.01 0.01 0.03 0.21
H 3.634086 3.694331 2.047775 -0.01 -0.02 -0.04 0.69
H 2.072990 3.783706 3.913817 -0.06 0.01 -0.01 0.17


Please write out number 2 again, unchanged.
14
Properties=species:S:1:pos:R:3:forces:R:3:mulliken_charge:R:1 method="wB97M-V/def2-TZVPD" gap_ev="8.52 / 8.52" charge=0 e_above_lowest_kcal_mol=144.2 lumo_energy_ev="-0.22 / -0.22"
C 2.075846 0.399055 -0.064421 -0.01 0.04 -0.02 -1.23
C 0.967171 -0.513902 0.370862 0.21 -0.13 -0.10 0.25
O 0.015053 0.059219 1.355319 -0.19 -0.07 -0.03 -0.29
C -0.442426 -0.230762 0.174992 -0.01 0.34 0.09 -0.11
C -1.514796 0.427053 -0.677745 0.26 -0.26 -0.06 0.18
O -2.645747 0.637588 -0.089290 -0.05 0.02 0.00 -0.66
H 1.705323 1.412191 -0.242871 0.03 -0.16 0.02 0.38
H 2.528462 0.022261 -0.986811 -0.07 0.04 0.12 0.32
H 2.850456 0.437435 0.707537 -0.09 -0.03 -0.11 0.31
H 1.225662 -1.544305 0.607806 -0.03 0.14 -0.02 0.40
H -1.937904 -1.463995 0.712169 -0.03 -0.03 0.01 0.00
H -1.489419 -0.097443 -1.660810 -0.06 0.08 0.14 0.25
H -0.854663 1.337251 -0.817219 0.00 0.01 -0.02 0.12
H -2.483017 -0.881645 0.610482 0.04 -0.01 -0.01 0.08


> Which of these has the highest charge?

C4H8O2


> The highest charge belongs to which entry?

C4H8O2